46
Properties=species:S:1:pos:R:3:forces:R:3 method="wB97M-V/def2-TZVPD" multiplicity=1 total_charge=-1 e_lumo_ev=2.8 e_homo_ha=-0.210 energy_ev=-26626.536 max_force_ev_per_a=2.8 orbital_gap_ev=8.483
C 0.1544 -2.4183 2.7305 0.427 -2.557 -0.972
N -0.1291 -1.9968 1.3271 1.564 1.041 1.758
C 0.6521 -0.7523 0.9877 -1.209 -0.160 -1.852
C -0.3340 0.2299 0.3346 -0.552 -0.195 0.074
C 0.0796 1.6834 0.1492 0.362 0.930 1.176
C -0.6208 2.6874 1.1122 -0.611 0.057 -0.599
C 1.7391 -1.1519 -0.0982 0.129 0.356 1.255
O 2.3637 -0.0347 -0.6242 0.380 -0.028 -0.370
H -0.7136 -2.9406 3.1280 -0.521 0.876 0.644
H 0.8128 -3.3248 2.6996 0.239 0.771 0.032
H 0.6726 -1.7268 3.3972 -0.513 0.234 -0.184
H 0.2816 -2.7317 0.7632 -0.171 0.067 -0.219
H 1.0080 -0.1568 1.8296 0.704 -0.926 0.362
H -1.3231 0.2737 0.8248 0.367 -0.428 0.384
H -0.5388 -0.2320 -0.6227 -0.021 0.081 -0.482
H 1.1282 1.9072 0.3889 -0.053 -0.756 -0.700
H -0.1293 1.8694 -0.8895 0.453 0.493 0.270
H -0.0810 3.6374 1.2038 0.435 -0.328 0.137
H -0.7605 2.2188 2.0975 -0.121 0.459 -0.512
H -1.5798 3.0513 0.7148 -0.260 -0.548 0.245
H 1.3538 -1.8150 -0.8823 -0.888 0.253 0.197
H 2.4757 -1.8330 0.3761 0.064 0.325 0.313
H -4.2982 -1.3882 0.6478 -0.076 0.287 0.464
H -3.8266 -0.9751 -0.6368 -0.042 0.584 0.132
O -4.1754 -0.5577 0.1729 -0.216 -0.501 -0.562
H 2.8137 0.5158 0.8001 0.274 0.157 0.464
H 4.0485 1.1180 1.3808 0.223 0.127 0.291
O 3.2132 0.7710 1.7042 -0.124 -0.008 -0.656
H -1.8907 -1.6452 -0.0075 0.349 -0.279 0.701
H -2.3915 -3.0451 0.4629 0.403 -0.176 0.931
O -2.3414 -2.4521 -0.2677 -0.746 -0.102 -1.931
H -0.3015 0.1108 3.5541 0.152 0.026 -0.051
H 0.0437 1.5641 3.9612 0.059 -0.278 -0.100
O -0.6868 0.9641 3.7695 -0.192 0.068 0.492
H 1.4324 1.0867 -3.3697 0.579 -0.244 0.676
H 1.8264 0.6258 -1.5910 -0.080 -0.440 -0.292
O 1.2411 1.1615 -2.4221 -0.527 0.256 -0.642
H 2.2191 -1.2610 -2.6246 0.203 -0.238 -0.099
H 0.8073 -1.5001 -2.9407 -0.386 -0.135 -0.219
O 1.6647 -1.9139 -3.0853 0.217 0.416 0.025
H -0.9353 3.3420 -1.3976 -0.047 0.008 -0.683
H -0.4577 2.4790 -2.5725 -0.136 0.379 0.062
O -1.0565 3.2146 -2.3542 0.022 0.445 0.292
H -0.3849 0.5754 -2.6312 -0.285 -0.028 0.556
H -1.8139 0.4115 -1.9124 0.455 0.240 -0.231
O -1.3449 0.3782 -2.7549 -0.284 -0.579 -0.579

---

23
Properties=species:S:1:pos:R:3:forces:R:3 method="wB97M-V/def2-TZVPD" smiles=CC1(C)Cc2[nH+]ccn2C1 multiplicity=1 total_charge=+1 e_lumo_ev=-2.7 e_homo_ha=-0.508 energy_ev=-11481.488 max_force_ev_per_a=2.4 orbital_gap_ev=11.175
C -2.3437 1.1483 0.0011 -0.722 -0.102 -0.104
C -3.1680 0.0750 -0.1525 -0.134 0.753 -0.008
C -1.1401 -0.6836 0.2016 0.140 0.061 -0.005
C 0.1665 -1.3170 0.4087 1.679 1.606 -0.374
C 0.2260 1.1892 0.4192 0.772 0.285 0.182
C 1.1586 0.0182 0.0363 -1.324 -1.752 0.484
C 1.4108 -0.0017 -1.4615 -0.005 0.015 0.109
C 2.4510 -0.0072 0.8235 -0.195 0.058 -0.017
N -1.0964 0.6468 0.2138 -0.275 -0.822 -0.106
N -2.3998 -1.0545 -0.0235 0.265 -0.073 0.084
H -2.5557 2.1973 -0.0284 -0.058 0.159 -0.024
H -4.2195 0.0472 -0.3508 -0.167 -0.079 -0.013
H 0.3282 -1.5947 1.4490 -0.086 -0.069 0.079
H 0.3863 -2.1611 -0.2365 -0.058 -0.041 -0.074
H 0.3474 1.4754 1.4682 -0.041 -0.012 -0.099
H 0.3863 2.0661 -0.2081 -0.059 -0.019 0.010
H 1.9985 0.8666 -1.7532 0.019 0.093 -0.051
H 0.4787 0.0078 -2.0230 -0.091 0.010 -0.141
H 1.9726 -0.8886 -1.7415 0.039 -0.095 -0.044
H 3.0659 0.8441 0.5420 0.122 0.099 0.000
H 3.0115 -0.9104 0.6029 0.091 -0.096 -0.027
H 2.2737 0.0404 1.8946 -0.007 -0.022 0.133
H -2.7387 -2.0037 -0.0822 0.094 0.043 0.005

---

17
Properties=species:S:1:pos:R:3:forces:R:3 method="wB97M-V/def2-TZVPD" multiplicity=1 e_lumo_ev=0.9 e_homo_ha=-0.284 energy_ev=-10345.564 max_force_ev_per_a=4.0 orbital_gap_ev=8.603
C 1.5066 -0.1472 0.7076 0.272 2.121 -3.358
N 0.6559 -1.2491 0.6987 0.308 0.041 -0.494
N 1.0377 1.0012 1.3469 -0.613 0.045 0.937
C 1.6234 0.0916 -1.1973 2.292 -2.142 2.185
O 2.4835 -0.6803 -1.5890 -0.680 0.717 -0.426
H 2.5433 -0.3648 0.9855 0.039 0.133 -0.488
H -0.0629 -1.2234 1.4129 0.150 -1.058 -0.544
H 1.6763 1.7821 1.2898 -0.041 -0.181 0.047
H 0.9907 -1.9065 -0.0298 -1.261 -0.120 1.596
H 0.1017 1.2665 1.0471 0.240 -0.045 -0.014
H 1.0082 0.5875 -1.9851 -0.309 0.401 0.540
C -2.6086 0.1473 -0.4142 -0.797 -0.036 -0.250
O -1.2849 0.6161 -0.3785 0.960 -0.438 -0.501
H -0.6165 -0.0904 -0.6086 -1.443 0.746 0.533
H -2.7777 -0.7352 0.2164 0.097 0.087 -0.110
H -3.0007 -0.0387 -1.4225 0.476 -0.349 -0.076
H -3.2760 0.9434 -0.0798 0.309 0.078 0.424

---

14
Properties=species:S:1:pos:R:3:forces:R:3 method="wB97M-V/def2-TZVPD" smiles=OC(S)(S)O[C@H]1CO1 multiplicity=1 e_lumo_ev=0.6 e_homo_ha=-0.354 energy_ev=-31018.312 max_force_ev_per_a=3.6 orbital_gap_ev=10.263
C -2.1316 -0.3668 -0.3952 0.926 -2.254 -1.354
C -0.8170 0.2614 -0.5232 0.094 2.118 -2.455
C 1.4595 -0.0482 0.2770 -0.863 0.262 -1.569
O -1.4813 0.2561 0.6791 -0.442 -0.729 2.694
O 1.0230 -0.3827 1.5037 2.647 -0.861 0.468
O 0.3622 -0.4378 -0.7699 0.468 0.935 2.156
S 2.9274 -1.0699 -0.1477 -1.483 0.079 -0.730
S 1.8126 1.7723 0.1507 2.873 -1.466 -1.696
H -2.9091 0.1512 -0.8878 -1.066 0.554 0.035
H -2.1965 -1.4880 -0.4503 0.164 1.238 0.547
H -0.9501 1.3374 -0.8680 1.273 -1.393 -0.385
H 0.1156 -0.2530 1.5620 -2.997 0.459 0.357
H 2.0311 -1.8672 -0.8360 0.992 0.274 0.417
H 0.7541 2.1351 0.7055 -2.584 0.785 1.514

---

9
Properties=species:S:1:pos:R:3:forces:R:3 method="wB97M-V/def2-TZVPD" smiles="O=C1C=C[C@@H]1F" multiplicity=1 e_lumo_ev=0.2 e_homo_ha=-0.357 energy_ev=-8959.049 max_force_ev_per_a=3.8 orbital_gap_ev=9.872
C 0.5031 -0.9412 0.5252 -0.065 -0.727 0.492
C 1.0293 0.1924 0.0562 -2.946 0.810 0.235
C -0.8889 -0.7595 -0.0397 2.358 2.908 -0.727
C -0.3343 0.7866 -0.4686 0.127 -0.719 -1.836
O -1.8561 -1.3720 -0.2807 -0.994 -0.784 0.210
F -0.7626 1.8597 0.2715 -0.130 -0.178 0.772
H 0.9094 -1.7094 1.1814 0.014 -0.018 -0.386
H 1.8972 0.7485 0.3023 0.970 0.034 -0.264
H -0.4970 1.1949 -1.5477 0.665 -1.326 1.504